No. 1
{
  "formula": "C4H10O2",
  "method": "ωB97M-V/def2-TZVPD",
  "symbols": ["C", "O", "C", "C", "C", "O", "H", "H", "H", "H", "H", "H", "H", "H", "H", "H"],
  "xyz": [[-0.716, -0.941, -1.791], [-0.708, -0.582, -0.405], [-0.667, 0.755, -0.191], [-0.914, 1.027, 1.274], [1.654, 0.838, -0.040], [1.889, -0.510, -0.184], [-1.571, -0.477, -2.292], [0.221, -0.624, -2.266], [-0.798, -2.030, -1.831], [0.408, 1.234, -0.615], [-1.990, 0.945, 1.474], [-0.617, 2.050, 1.525], [-0.410, 0.323, 1.954], [2.350, 1.389, -0.682], [1.722, 1.196, 0.999], [1.080, -0.978, 0.099]],
  "spin_multiplicity": 1,
  "total_energy_ha": -308.72659,
  "homo_lumo_gap_ev": 8.70,
  "largest_force_ev_per_a": 0.68,
  "lumo_energy_ev": 1.022,
  "e_above_lowest_kj_mol": 450.4,
  "e_homo_ev": -7.68
}



No. 2
{
  "formula": "C54H143F6LiN14O17S2",
  "method": "ωB97M-V/def2-TZVPD",
  "symbols": ["Li", "C", "F", "F", "F", "S", "O", "O", "N", "S", "O", "O", "C", "F", "F", "F", "C", "C", "C", "O", "C", "N", "H", "H", "H", "H", "H", "H", "H", "H", "H", "H", "H", "C", "C", "C", "O", "C", "N", "H", "H", "H", "H", "H", "H", "H", "H", "H", "H", "H", "C", "C", "C", "O", "C", "N", "H", "H", "H", "H", "H", "H", "H", "H", "H", "H", "H", "C", "C", "C", "O", "C", "N", "H", "H", "H", "H", "H", "H", "H", "H", "H", "H", "H", "C", "C", "C", "O", "C", "N", "H", "H", "H", "H", "H", "H", "H", "H", "H", "H", "H", "C", "C", "C", "O", "C", "N", "H", "H", "H", "H", "H", "H", "H", "H", "H", "H", "H", "C", "C", "C", "O", "C", "N", "H", "H", "H", "H", "H", "H", "H", "H", "H", "H", "H", "C", "C", "C", "O", "C", "N", "H", "H", "H", "H", "H", "H", "H", "H", "H", "H", "H", "C", "C", "C", "O", "C", "N", "H", "H", "H", "H", "H", "H", "H", "H", "H", "H", "H", "C", "C", "C", "O", "C", "N", "H", "H", "H", "H", "H", "H", "H", "H", "H", "H", "H", "C", "C", "C", "O", "C", "N", "H", "H", "H", "H", "H", "H", "H", "H", "H", "H", "H", "C", "C", "C", "O", "C", "N", "H", "H", "H", "H", "H", "H", "H", "H", "H", "H", "H", "C", "C", "C", "O", "C", "N", "H", "H", "H", "H", "H", "H", "H", "H", "H", "H", "H"],
  "xyz": [[-0.744, -2.481, -1.814], [2.540, -1.609, 0.694], [2.029, -0.746, 1.613], [3.845, -1.358, 0.632], [2.420, -2.876, 0.973], [1.856, -1.096, -1.058], [2.619, 0.065, -1.424], [2.227, -2.252, -1.885], [0.102, -1.020, -0.786], [-0.121, 0.516, -0.556], [0.707, 1.181, 0.463], [-0.167, 1.182, -1.848], [-1.915, 0.570, 0.146], [-2.789, 0.043, -0.689], [-1.924, -0.044, 1.316], [-2.174, 1.891, 0.374], [-2.230, 0.168, 5.889], [-3.230, 1.278, 5.525], [-2.804, 2.281, 4.425], [-1.613, 3.006, 4.855], [-1.826, 4.266, 5.454], [-4.510, 0.607, 5.274], [-1.836, -0.408, 5.051], [-2.699, -0.617, 6.482], [-1.518, 0.740, 6.483], [-3.380, 1.852, 6.439], [-3.631, 2.973, 4.266], [-2.546, 1.728, 3.522], [-2.340, 5.020, 4.857], [-0.931, 4.804, 5.764], [-2.393, 4.116, 6.373], [-5.201, 1.323, 5.446], [-4.466, 0.440, 4.279], [-7.221, -2.187, -1.776], [-6.397, -1.182, -2.578], [-6.852, 0.245, -2.179], [-8.128, 0.602, -2.625], [-8.805, 1.413, -1.728], [-4.989, -1.451, -2.392], [-6.896, -3.212, -1.952], [-8.273, -2.076, -2.037], [-7.029, -1.981, -0.723], [-6.747, -1.278, -3.606], [-6.020, 0.775, -2.641], [-6.641, 0.449, -1.129], [-9.711, 1.725, -2.246], [-8.149, 2.251, -1.495], [-8.978, 0.899, -0.783], [-4.719, -1.364, -1.422], [-4.427, -0.690, -2.747], [7.254, 0.074, -4.138], [6.167, 0.263, -3.092], [6.115, -0.819, -2.005], [5.571, -1.960, -2.579], [5.431, -3.032, -1.674], [6.422, 1.507, -2.471], [7.272, 0.938, -4.801], [7.096, -0.812, -4.753], [8.287, -0.129, -3.855], [5.184, 0.316, -3.560], [5.522, -0.489, -1.153], [7.071, -1.084, -1.553], [4.884, -3.800, -2.221], [4.689, -2.676, -0.960], [6.275, -3.555, -1.224], [5.674, 1.692, -1.818], [7.181, 1.258, -1.853], [4.571, -3.636, -5.979], [3.787, -4.654, -5.127], [4.783, -5.660, -4.488], [5.532, -6.340, -5.486], [4.748, -7.372, -6.084], [2.899, -3.885, -4.252], [3.959, -3.022, -6.640], [5.268, -4.163, -6.631], [5.226, -2.981, -5.405], [3.200, -5.219, -5.851], [4.189, -6.330, -3.865], [5.542, -5.276, -3.807], [4.546, -8.255, -5.478], [5.365, -7.699, -6.920], [3.829, -7.016, -6.550], [2.499, -3.058, -4.671], [3.359, -3.500, -3.439], [-1.211, 8.177, 0.118], [-2.583, 8.299, 0.805], [-3.048, 7.091, 1.695], [-3.072, 5.706, 1.143], [-3.899, 4.875, 1.940], [-2.543, 9.470, 1.628], [-0.316, 8.244, 0.738], [-1.124, 8.989, -0.604], [-1.181, 7.209, -0.381], [-3.288, 8.453, -0.012], [-3.971, 7.386, 2.193], [-2.321, 7.022, 2.504], [-4.923, 4.903, 1.567], [-3.869, 5.089, 3.008], [-3.503, 3.862, 1.868], [-1.819, 9.287, 2.308], [-2.095, 10.149, 1.029], [-1.234, -3.425, 6.742], [-0.136, -4.389, 6.369], [0.364, -4.114, 4.897], [-0.607, -4.470, 4.000], [-0.272, -4.307, 2.652], [1.019, -4.161, 7.194], [-1.356, -3.345, 7.822], [-2.165, -3.722, 6.258], [-1.089, -2.411, 6.368], [-0.451, -5.429, 6.447], [1.229, -4.760, 4.744], [0.699, -3.080, 4.811], [-0.979, -4.740, 1.945], [0.725, -4.689, 2.431], [-0.180, -3.252, 2.397], [0.809, -4.058, 8.176], [1.831, -4.748, 7.065], [0.046, -0.657, -4.568], [-1.401, -0.486, -4.179], [-2.320, -0.361, -5.475], [-3.643, -0.251, -4.953], [-4.579, -0.198, -5.996], [-1.842, -1.676, -3.428], [0.236, 0.354, -4.930], [0.205, -1.380, -5.369], [0.659, -0.940, -3.713], [-1.562, 0.367, -3.520], [-2.148, -1.204, -6.145], [-2.070, 0.530, -6.051], [-4.523, -1.164, -6.497], [-4.524, 0.612, -6.723], [-5.606, -0.117, -5.641], [-1.460, -2.363, -4.062], [-2.796, -1.700, -3.758], [-5.449, 1.269, 1.739], [-6.353, -0.022, 2.093], [-5.664, -1.398, 2.109], [-4.517, -1.308, 2.987], [-3.569, -2.407, 2.987], [-6.948, 0.249, 3.373], [-5.187, 1.288, 0.681], [-4.533, 1.347, 2.325], [-6.078, 2.113, 2.023], [-7.260, -0.001, 1.488], [-5.462, -1.884, 1.154], [-6.431, -2.073, 2.488], [-3.007, -2.446, 2.054], [-3.920, -3.409, 3.235], [-2.792, -2.178, 3.715], [-6.822, 1.203, 3.682], [-6.365, -0.203, 4.063], [3.147, 5.564, -1.865], [2.682, 5.730, -0.377], [1.411, 4.981, -0.103], [1.278, 4.940, 1.323], [-0.034, 4.800, 1.763], [3.794, 5.175, 0.407], [3.385, 6.494, -2.382], [2.366, 5.035, -2.413], [4.070, 4.986, -1.910], [2.489, 6.780, -0.159], [1.418, 3.952, -0.462], [0.589, 5.582, -0.492], [-0.451, 5.806, 1.817], [-0.143, 4.540, 2.816], [-0.657, 4.120, 1.183], [3.602, 4.185, 0.355], [4.474, 5.236, -0.337], [1.483, 2.923, 4.545], [2.830, 3.202, 3.914], [3.068, 2.155, 2.856], [4.242, 2.544, 2.060], [4.668, 1.507, 1.150], [2.862, 4.598, 3.451], [1.519, 1.898, 4.913], [0.606, 2.951, 3.897], [1.299, 3.716, 5.270], [3.611, 3.088, 4.665], [2.145, 2.001, 2.297], [3.421, 1.260, 3.367], [5.081, 0.602, 1.596], [5.269, 2.012, 0.394], [3.740, 1.194, 0.671], [2.335, 5.022, 4.201], [2.035, 4.484, 2.884], [-3.781, 2.876, -2.642], [-2.736, 3.935, -2.237], [-1.757, 4.229, -3.398], [-0.839, 5.179, -2.988], [0.045, 5.681, -3.950], [-3.572, 5.103, -1.860], [-4.690, 3.296, -3.072], [-4.139, 2.283, -1.801], [-3.336, 2.055, -3.204], [-2.137, 3.520, -1.427], [-2.317, 4.526, -4.285], [-1.326, 3.249, -3.604], [-0.460, 6.140, -4.799], [0.723, 4.934, -4.363], [0.663, 6.462, -3.507], [-3.798, 5.064, -0.876], [-3.057, 5.960, -2.006], [8.516, -3.199, 2.388], [8.327, -4.674, 2.548], [7.052, -5.216, 1.868], [5.876, -4.536, 2.345], [4.625, -5.062, 2.005], [9.437, -5.291, 1.867], [7.705, -2.695, 2.914], [8.519, -2.838, 1.359], [9.452, -2.921, 2.873], [8.292, -4.996, 3.589], [6.932, -6.295, 1.969], [7.080, -4.962, 0.808], [3.825, -4.324, 1.952], [4.419, -5.768, 2.810], [4.679, -5.622, 1.072], [10.221, -5.017, 2.440], [9.312, -6.291, 1.942], [0.620, -4.999, -0.758], [-0.180, -5.267, -2.034], [-1.701, -5.314, -1.901], [-2.069, -3.981, -1.346], [-3.256, -3.981, -0.574], [0.134, -4.142, -2.841], [0.374, -5.759, -0.016], [0.370, -4.123, -0.159], [1.684, -4.943, -0.986], [0.192, -6.173, -2.512], [-1.791, -6.095, -1.146], [-2.256, -5.397, -2.835], [-3.144, -4.572, 0.335], [-4.090, -4.361, -1.164], [-3.495, -2.947, -0.325], [1.067, -4.272, -3.205], [-0.373, -4.245, -3.708]],
  "spin_multiplicity": 1,
  "total_energy_ha": -5591.57878,
  "homo_lumo_gap_ev": 7.74,
  "largest_force_ev_per_a": 4.07,
  "lumo_energy_ev": -0.287,
  "e_homo_ev": -8.03
}